Computed, not measured: a molecular structure, C40H44BN9O4PS2Ti, with the ωB97M-V functional and the def2-TZVPD basis.

Cartesian coordinates (Å):
1 Ti -0.0307 0.0201 0.0211
2 C -0.3059 0.6835 -3.7709
3 C 0.3099 1.6850 -2.8628
4 C 0.9479 2.8647 -3.2480
5 C 1.3650 3.4602 -2.0861
6 N 0.9928 2.6771 -1.0588
7 N 0.3428 1.5606 -1.5326
8 B 1.1798 2.8081 0.4480
9 N -0.2977 2.6801 1.0415
10 C -1.0210 3.6426 1.6202
11 C -2.3302 3.2125 1.7402
12 C -2.3418 1.9327 1.1951
13 C -3.4838 0.9766 1.1002
14 N -1.1121 1.6282 0.7615
15 N 2.1258 1.6454 0.9305
16 C 3.4411 1.7407 1.1832
17 C 3.9590 0.4785 1.3442
18 C 2.8905 -0.3906 1.1481
19 C 2.8933 -1.8794 1.2293
20 N 1.7883 0.3241 0.8902
21 N 1.7763 4.0954 0.9689
22 C 2.0360 4.3208 2.2839
23 C 2.7722 5.4683 2.3807
24 C 2.9375 5.8950 1.0402
25 C 3.6909 7.0800 0.5319
26 N 2.3431 5.0646 0.2059
27 H -0.0279 0.9050 -4.7975
28 H -1.3926 0.6848 -3.6962
29 H 0.0819 -0.3098 -3.5539
30 H 1.0918 3.2145 -4.2542
31 H 1.8988 4.3737 -1.8980
32 H -0.5652 4.5748 1.9064
33 H -3.1587 3.7492 2.1676
34 H -4.0069 0.9237 2.0560
35 H -3.1480 -0.0252 0.8315
36 H -4.2010 1.2993 0.3454
37 H 3.9218 2.7031 1.2417
38 H 4.9796 0.2185 1.5618
39 H 3.3274 -2.2055 2.1776
40 H 3.4833 -2.2825 0.4084
41 H 1.8839 -2.2824 1.1406
42 H 1.6765 3.6465 3.0456
43 H 3.1516 5.9352 3.2731
44 H 3.2882 8.0077 0.9401
45 H 3.6324 7.1195 -0.5535
46 H 4.7407 7.0207 0.8215
47 C -0.1675 1.5718 4.7209
48 C 0.3239 0.6139 3.6359
49 C 1.5365 -0.1814 4.1165
50 C -0.8475 -0.2599 3.1832
51 C -1.2229 -1.3194 4.2132
52 O -1.5636 -2.4596 3.4140
53 C -1.1855 -2.2209 2.1523
54 N -0.6983 -1.0495 1.9074
55 C -1.4472 -3.4225 1.2796
56 C -1.8369 -4.5710 1.9775
57 C -2.0688 -5.7705 1.3291
58 C -1.9178 -5.8386 -0.0428
59 C -1.5788 -4.6983 -0.7492
60 C -1.3405 -3.4762 -0.1200
61 P -0.9662 -2.0229 -1.2122
62 C -0.2447 -2.8934 -2.6373
63 C 0.9084 -3.6561 -2.4446
64 C 1.4892 -4.3108 -3.5094
65 C 0.9423 -4.1909 -4.7838
66 C -0.2057 -3.4490 -4.9777
67 C -0.8059 -2.8015 -3.9028
68 C -2.6312 -1.5347 -1.8169
69 C -2.9144 -0.1789 -1.9317
70 C -4.1262 0.2565 -2.4540
71 C -5.0751 -0.6689 -2.8523
72 C -4.8191 -2.0289 -2.7106
73 C -3.6075 -2.4583 -2.1976
74 H 0.6498 2.2121 5.0563
75 H -0.5381 1.0302 5.5959
76 H -0.9681 2.2155 4.3511
77 H 0.6335 1.2120 2.7841
78 H 1.4048 -0.5406 5.1396
79 H 2.4239 0.4520 4.1048
80 H 1.7382 -1.0389 3.4752
81 H -1.7016 0.4025 3.0323
82 H -2.0822 -1.0511 4.8226
83 H -0.3974 -1.6008 4.8646
84 H -1.9474 -4.5260 3.0476
85 H -2.3610 -6.6423 1.8984
86 H -2.0609 -6.7731 -0.5689
87 H -1.4676 -4.7638 -1.8228
88 H 1.3453 -3.7435 -1.4583
89 H 2.3868 -4.8922 -3.3550
90 H 1.4338 -4.6595 -5.6257
91 H -0.6349 -3.3519 -5.9659
92 H -1.7056 -2.2243 -4.0675
93 H -2.1777 0.5625 -1.6320
94 H -4.3183 1.3166 -2.5599
95 H -6.0123 -0.3356 -3.2784
96 H -5.5623 -2.7551 -3.0119
97 H -3.4211 -3.5188 -2.0945
98 O 3.6338 0.2202 -3.7133
99 S 2.8500 -0.9939 -3.6028
100 O 1.7363 -1.0804 -4.5445
101 O 3.6260 -2.2205 -3.5050
102 S 2.0385 -0.8366 -1.6223

Force components x, y, z for each atom (eV/Å):
1.1056 -1.4872 -2.3313
-0.1353 0.0743 0.1705
-0.1550 -0.0796 -0.0217
-0.0461 0.1001 -0.0230
0.0800 -0.0066 -0.0176
-0.1408 0.0664 0.0143
-0.2406 0.7677 0.3155
0.0593 -0.2202 -0.4190
0.1171 0.0807 0.0162
-0.0561 0.0899 0.0520
0.0821 0.0645 0.0655
0.0421 -0.0700 -0.0511
0.0237 -0.0175 0.0211
-0.1776 0.3807 0.4972
-0.2131 -0.0379 0.0022
0.0503 0.1890 0.0418
0.1565 0.0531 0.0818
-0.3135 0.0280 0.1444
0.0272 0.0245 0.0568
0.6244 0.4202 0.7483
0.0409 -0.0335 0.1086
-0.0577 0.0411 -0.0014
0.0004 0.0517 -0.0526
0.0788 0.0106 0.0213
-0.0333 -0.0037 0.0468
-0.0481 -0.0621 0.0169
0.0360 -0.0412 -0.0137
-0.0462 0.0778 -0.0391
-0.0961 0.0221 -0.0092
0.0337 -0.0164 -0.0185
0.0125 -0.0295 -0.0075
0.0057 0.0189 -0.0301
-0.0124 0.0153 -0.0017
-0.0097 0.0008 -0.0074
-0.0076 0.0107 0.0064
-0.0001 -0.0212 -0.0068
-0.0056 0.0059 -0.0232
0.0126 -0.0229 -0.0175
-0.0023 0.0143 0.0076
-0.0200 -0.0277 -0.0219
0.0226 -0.0107 -0.0032
0.0310 -0.0377 0.0101
-0.0198 0.0101 0.0246
-0.0061 0.0066 -0.0134
-0.0053 0.0005 -0.0048
0.0074 0.0087 -0.0134
-0.0074 0.0007 -0.0302
0.0914 -0.0530 -0.0830
-0.0237 0.0069 -0.0161
-0.0480 0.0346 0.0828
0.0130 0.0121 -0.0351
-0.0906 0.1193 0.0710
-0.1829 -0.3632 -0.3761
-0.1623 -0.1152 0.1942
0.1369 0.4473 0.2253
0.0336 -0.1411 0.0075
0.0028 0.0872 0.0455
-0.0440 -0.0031 -0.0172
0.1012 -0.0096 -0.0380
-0.0127 0.2730 0.0036
-0.1923 -0.3349 -0.2900
-0.0307 0.1876 -0.0577
-0.1133 -0.1167 0.0801
-0.0437 -0.0530 -0.1239
0.0373 -0.0316 0.0796
-0.0846 0.0018 0.0703
-0.0631 -0.0836 -0.0530
-0.1148 -0.1915 0.2294
0.0163 0.0450 0.0580
0.0056 -0.0027 -0.0003
0.0017 -0.0237 -0.0057
0.0130 0.0209 -0.0052
-0.0276 0.0397 0.0536
0.0045 -0.0111 0.0281
0.0155 0.0075 0.0152
-0.0182 -0.0059 0.0010
-0.0263 -0.0024 0.0365
0.0074 0.0064 0.0085
0.0102 -0.0079 -0.0050
-0.0063 -0.0088 0.0084
0.0149 0.0090 -0.0817
-0.0437 -0.0470 -0.0450
0.0227 -0.0226 -0.0226
0.0264 -0.0322 0.0166
0.0306 -0.0064 0.0172
-0.0466 0.0068 -0.0160
0.0208 -0.0001 0.0180
0.0546 0.0656 -0.0335
0.0414 0.0720 -0.0113
-0.0147 -0.0363 0.0005
0.0158 0.0298 -0.0116
0.0328 0.0648 -0.0298
0.0001 -0.0015 -0.0637
0.0106 0.0108 0.0035
-0.0182 0.0002 0.0238
-0.0085 -0.0038 -0.0042
0.0125 -0.0017 -0.0376
-0.1635 -0.0943 0.0444
-0.1130 -0.1979 -0.5034
0.3842 -0.0943 0.1255
-0.0317 0.1756 0.1003
-0.2271 -0.0361 1.0277

Values from the calculation:
- Calculated total energy: -4356.6375 Ha
- Charge: 0
- Gap between HOMO and LUMO (alpha / beta): 5.504 / 5.688 eV
- 2S+1: 2


Computed, not measured: a molecular structure, C40H45BaBr2Cl2N3O4S, with the ωB97M-V functional and the def2-TZVPD basis.

Cartesian coordinates (Å):
1 Ba -0.4376 -1.5466 0.3087
2 C 1.3987 4.3114 -2.2264
3 C -0.0267 3.7618 -2.2768
4 C -1.0441 4.8990 -2.3252
5 C -0.2286 2.7988 -3.4287
6 C 0.1177 3.1882 -4.7160
7 C -0.0384 2.3351 -5.7961
8 C -0.5574 1.0707 -5.5865
9 C -0.9308 0.6495 -4.3154
10 C -1.5115 -0.7304 -4.1079
11 C -0.4757 -1.8240 -4.3536
12 C -2.7627 -0.9663 -4.9461
13 C -0.7674 1.5174 -3.2241
14 N -1.0485 1.0511 -1.9110
15 C -2.1778 1.5438 -1.4070
16 O -3.0284 2.2950 -1.9116
17 C -2.4538 1.0745 0.0194
18 C -3.7691 0.8813 0.4701
19 C -3.9661 0.3858 1.7318
20 C -2.8664 0.1449 2.5577
21 C -1.6030 0.3885 2.0720
22 N -1.4203 0.8236 0.7946
23 C -0.3301 0.2812 2.9927
24 O -0.5747 0.4881 4.1940
25 N 0.8147 0.0844 2.3588
26 C 1.9745 0.6100 2.9438
27 C 3.0865 -0.1784 3.2984
28 C 4.2043 0.4407 3.8490
29 C 4.2762 1.8078 4.0238
30 C 3.2113 2.5863 3.6034
31 C 2.0741 2.0189 3.0531
32 C 0.9881 2.9321 2.5214
33 C 0.2889 3.6844 3.6512
34 C 1.5385 3.8977 1.4756
35 C 3.1755 -1.6873 3.1560
36 C 2.5804 -2.3927 4.3691
37 C 2.6393 -2.2864 1.8631
38 H 1.5414 4.9297 -1.3374
39 H 1.6202 4.9330 -3.0971
40 H 2.1364 3.5091 -2.1950
41 H -0.1959 3.1938 -1.3573
42 H -0.9272 5.4837 -3.2420
43 H -0.8974 5.5769 -1.4806
44 H -2.0568 4.5012 -2.2906
45 H 0.5237 4.1810 -4.8768
46 H 0.2443 2.6586 -6.7923
47 H -0.6866 0.3925 -6.4225
48 H -1.8060 -0.8050 -3.0625
49 H -0.1509 -1.8377 -5.3988
50 H -0.8913 -2.8019 -4.1050
51 H 0.4107 -1.6724 -3.7343
52 H -2.5305 -1.0162 -6.0149
53 H -3.4910 -0.1683 -4.7973
54 H -3.2295 -1.9072 -4.6512
55 H -4.5731 1.1082 -0.2162
56 H -4.9654 0.1783 2.0965
57 H -2.9719 -0.2020 3.5777
58 H 5.0427 -0.1906 4.1276
59 H 5.1573 2.2711 4.4509
60 H 3.2703 3.6651 3.6871
61 H 0.2548 2.3181 2.0037
62 H 1.0007 4.3219 4.1844
63 H -0.1571 2.9917 4.3637
64 H -0.4951 4.3341 3.2550
65 H 2.1746 4.6653 1.9277
66 H 0.7222 4.4118 0.9623
67 H 2.1284 3.3771 0.7197
68 H 4.2552 -1.8916 3.1440
69 H 1.5115 -2.1904 4.4190
70 H 3.0392 -2.0464 5.2960
71 H 2.6985 -3.4770 4.3018
72 H 1.5617 -2.4205 1.8701
73 H 3.0540 -3.2846 1.7091
74 H 2.8997 -1.6759 0.9950
75 O -0.9614 -3.8360 1.1776
76 C -0.6126 -4.2019 0.0295
77 O 0.4067 -3.7047 -0.5296
78 C -1.5450 -5.0506 -0.7733
79 C -1.3405 -6.4166 -0.8381
80 C -2.1953 -7.2272 -1.5751
81 C -3.2550 -6.6362 -2.2480
82 C -3.4544 -5.2694 -2.1809
83 C -2.6173 -4.4294 -1.4435
84 S -2.9292 -2.6763 -1.3908
85 H -0.5026 -6.8514 -0.3061
86 H -2.0389 -8.2983 -1.6257
87 H -3.9393 -7.2384 -2.8349
88 H -4.2844 -4.8180 -2.7115
89 Br 4.6077 1.2932 0.0862
90 C 3.6818 0.1661 -1.2079
91 Br 1.8114 0.5289 -1.3899
92 H 3.8437 -0.8506 -0.8654
93 H 4.1821 0.3234 -2.1571
94 Cl -0.6420 -2.9263 7.0744
95 C -0.8964 -1.9614 5.5720
96 Cl -1.0019 -2.9837 4.1500
97 H -0.0647 -1.2703 5.4834
98 H -1.8238 -1.4188 5.7095

Force components x, y, z for each atom (eV/Å):
0.4457 1.0629 -0.7918
0.0628 0.0547 -0.0130
0.0468 -0.1281 0.1199
-0.0348 0.0670 0.0082
-0.0046 0.0447 -0.0618
0.0326 0.0442 -0.0033
0.0533 0.0943 -0.1069
-0.0519 -0.0943 0.0607
-0.0202 -0.0009 -0.0307
0.0220 0.0182 0.0936
0.0530 -0.0470 -0.0117
-0.0641 -0.0234 -0.0759
0.1194 -0.2853 0.3411
-0.5200 0.4321 -0.1914
0.4673 -0.4830 0.3816
-0.1405 0.1468 -0.1969
-0.3591 -0.0367 -0.1137
0.1726 0.2154 -0.5019
-0.0528 -0.1202 0.3062
0.0267 0.0074 0.2718
0.3837 0.5086 -0.2145
0.2244 0.3636 1.2583
-0.7805 0.3153 -0.7234
0.2842 0.0613 0.2338
-0.4437 -0.1991 0.0775
0.0356 -0.1186 -0.0515
-0.1493 0.0979 -0.0681
0.0754 -0.0747 -0.0303
0.0784 0.0973 0.0406
-0.0340 0.0149 0.0003
0.0561 -0.0911 0.0067
-0.0424 -0.0376 -0.0076
-0.0257 0.1038 0.0322
0.0830 0.1765 -0.0811
0.2000 0.0094 -0.0258
-0.1524 -0.0415 0.0501
-0.0721 -0.0779 -0.2342
-0.0250 0.0153 0.0148
-0.0142 0.0296 -0.0488
-0.0032 -0.0550 0.0054
0.0230 0.0435 -0.0315
0.0222 0.0114 -0.0554
-0.0171 0.0278 0.0643
-0.0253 -0.0257 -0.0074
0.0122 0.0320 -0.0130
-0.0058 -0.0114 0.0013
0.0010 -0.0172 -0.0479
-0.0226 0.0079 -0.0538
-0.0009 0.0128 -0.0475
-0.0348 -0.0225 0.0220
0.0132 0.0219 0.0336
0.0211 0.0039 -0.0307
-0.0021 0.0453 0.0328
0.0061 -0.0489 0.0213
-0.0353 -0.0280 0.0476
0.0054 0.0037 -0.0380
-0.0461 -0.0053 -0.0515
0.0466 0.0546 0.0295
0.0353 -0.0288 0.0171
0.0139 0.0529 0.0131
-0.0011 -0.0064 0.0140
0.0304 0.0037 0.0236
-0.0035 -0.0435 -0.0005
-0.0521 -0.0110 -0.0340
0.0353 -0.0147 0.0188
-0.0483 -0.0024 0.0274
-0.0220 -0.0570 0.0025
-0.0859 -0.0353 0.0736
0.0479 0.0176 -0.0126
0.0298 0.0233 0.0157
0.0353 -0.0178 -0.0228
-0.0070 -0.0112 0.2490
0.0489 -0.0048 -0.0064
0.0085 0.0397 0.0131
-0.1968 -0.6868 0.6379
0.0103 0.0181 -0.2828
0.3648 -1.0014 -0.4613
0.0456 -0.0792 0.0364
-0.1132 -0.1631 -0.1265
0.0313 -0.0968 0.0090
-0.0164 -0.0478 -0.0214
-0.2029 0.0376 -0.1409
0.0184 0.6233 0.1561
0.2070 -0.6400 0.1008
0.0405 -0.0081 0.0231
0.0259 -0.0021 0.0157
0.0057 -0.0623 -0.0071
-0.0020 0.0200 0.0043
-0.2059 -0.0444 -0.0922
0.4993 -0.0817 0.1008
0.0053 0.0957 0.0754
-0.1814 0.0310 -0.0476
-0.1517 0.0446 0.0025
-0.0144 0.0126 -0.1028
0.0573 -0.0031 0.4073
-0.1100 0.0399 -0.0812
-0.1237 -0.0629 -0.0864
0.0478 -0.0206 -0.1051

Values from the calculation:
- Calculated total energy: -8508.8303 Ha
- Charge: -2
- Gap between HOMO and LUMO: 5.927 eV


In order of appearance, energy above the lowest of the compared OMol25 structures with the same formula, charge and spin = 0.000, 0.717 eV.